Formula: C51H69N4O2
Source: the Open Molecules 2025 dataset
Level of theory: wB97M-V/def2-TZVPD

Last column: Löwdin spin population.
Geometry (Å):
C (2.27432, 1.61316, -2.67103)  0.0000
O (2.20220, 2.72672, -1.82188)  0.0000
C (0.92193, 2.92486, -1.24100)  0.0000
C (0.02015, 3.76199, -2.14389)  0.0004
C (-1.36772, 3.89720, -1.50202)  0.0003
C (-2.51486, 2.93466, -1.93851)  0.0009
C (-3.52202, 3.71853, -2.83629)  0.0024
C (-3.07825, 4.38900, -4.18011)  0.0001
N (-2.93332, 5.83654, -4.04100)  0.0002
N (-1.84681, 3.92226, -4.75600)  0.0005
N (-4.16830, 4.20603, -5.18626)  0.0001
C (-2.08016, 1.69220, -2.73818)  0.0176
C (-2.58720, 0.28441, -2.32647)  0.0252
C (-1.47647, -0.54526, -1.63982)  0.0048
C (-2.88447, -0.45924, -3.63365)  -0.0016
N (-3.82889, 0.32450, -1.54078)  0.3758
O (-4.90804, 0.35168, -2.23430)  0.5202
C (-3.82465, 1.20645, -0.36015)  0.0257
C (-5.26802, 1.26756, 0.16236)  -0.0017
C (-2.99482, 0.62632, 0.79516)  0.0043
C (-3.36112, 2.65376, -0.65590)  0.0173
H (1.82056, 1.79355, -3.64775)  0.0000
H (3.32032, 1.39354, -2.83890)  0.0000
H (1.81649, 0.72811, -2.23140)  0.0000
H (0.44915, 1.95158, -1.10310)  0.0000
H (1.05477, 3.39404, -0.27278)  0.0000
H (0.01420, 3.28502, -3.10738)  0.0002
H (0.48973, 4.73668, -2.21016)  0.0000
H (-1.19826, 3.86418, -0.43142)  0.0001
H (-1.71360, 4.90762, -1.67936)  0.0000
H (-3.92514, 4.51092, -2.21824)  0.0001
H (-4.35691, 3.05027, -3.02128)  0.0020
H (-3.71936, 6.23562, -3.54918)  0.0000
H (-2.06358, 6.06831, -3.57940)  0.0000
H (-1.40042, 4.67359, -5.26230)  0.0000
H (-2.00405, 3.14898, -5.38554)  0.0000
H (-4.27316, 3.20149, -5.31379)  0.0000
H (-5.05220, 4.51619, -4.79068)  0.0000
H (-2.43828, 1.83351, -3.74451)  0.0009
H (-1.01171, 1.60004, -2.84697)  0.0011
H (-1.06974, -1.27916, -2.31642)  -0.0002
H (-1.86742, -1.09343, -0.79066)  0.0013
H (-0.68079, 0.06780, -1.24503)  0.0001
H (-3.31957, -1.42696, -3.42295)  -0.0002
H (-1.93086, -0.64982, -4.11080)  -0.0004
H (-3.50149, 0.12093, -4.30113)  -0.0002
H (-5.90866, 1.84204, -0.49000)  -0.0002
H (-5.24819, 1.77468, 1.11803)  -0.0004
H (-5.65127, 0.26830, 0.30436)  -0.0002
H (-3.28194, 1.15603, 1.69084)  -0.0002
H (-1.93703, 0.81396, 0.65843)  0.0000
H (-3.19040, -0.43052, 0.92957)  0.0012
H (-4.24902, 3.26728, -0.66701)  0.0011
H (-2.82617, 2.98037, 0.22423)  0.0010
C (0.55182, -5.86244, -1.86882)  0.0000
C (1.27193, -5.74780, -0.69067)  0.0000
C (0.83385, -4.89204, 0.31196)  0.0000
C (-0.32459, -4.14188, 0.12995)  0.0000
C (-1.04614, -4.26386, -1.05252)  0.0000
C (-0.60864, -5.12681, -2.04600)  0.0000
H (0.89326, -6.53092, -2.64862)  0.0000
H (2.17561, -6.32783, -0.55433)  0.0000
H (1.40014, -4.80738, 1.23102)  0.0000
H (-0.66399, -3.46792, 0.90702)  0.0000
H (-1.94994, -3.68855, -1.20765)  0.0001
H (-1.17223, -5.22101, -2.96525)  0.0000
C (5.94984, -5.33941, -0.30908)  0.0000
C (6.67927, -5.25117, 0.86718)  0.0000
C (6.24106, -4.42740, 1.89264)  0.0000
C (5.07210, -3.69381, 1.74282)  0.0000
C (4.34405, -3.77392, 0.56234)  0.0000
C (4.78551, -4.59972, -0.46335)  0.0000
H (6.28902, -5.98464, -1.10951)  0.0000
H (7.58648, -5.82916, 0.98669)  0.0000
H (6.80812, -4.36025, 2.81242)  0.0000
H (4.72837, -3.05817, 2.54954)  0.0000
H (3.43172, -3.20308, 0.44098)  0.0000
H (4.22124, -4.67178, -1.38476)  0.0000
C (1.49157, -3.53474, 6.79842)  0.0000
C (1.44062, -3.47266, 5.41228)  0.0000
C (2.53722, -3.87072, 4.65965)  0.0000
C (3.68163, -4.33551, 5.29379)  0.0000
C (3.73223, -4.39121, 6.67899)  0.0000
C (2.63850, -3.99061, 7.43122)  0.0000
H (0.63678, -3.22581, 7.38664)  0.0000
H (0.54431, -3.11800, 4.91854)  0.0000
H (2.50018, -3.82443, 3.57819)  0.0000
H (4.53415, -4.65370, 4.70687)  0.0000
H (4.62384, -4.75501, 7.17280)  0.0000
H (2.67823, -4.03660, 8.51174)  0.0000
C (-1.52537, 1.10077, 6.03467)  0.0000
C (-1.35171, 2.07054, 7.01202)  0.0000
C (-0.25594, 2.01752, 7.86075)  0.0000
C (0.66885, 0.99236, 7.73256)  0.0000
C (0.49575, 0.02024, 6.75791)  0.0000
C (-0.60101, 0.07323, 5.90909)  0.0000
H (-2.38385, 1.14279, 5.37529)  0.0000
H (-2.07259, 2.86716, 7.11544)  0.0000
H (-0.12568, 2.77258, 8.62518)  0.0000
H (1.52282, 0.94757, 8.39588)  0.0000
H (1.21613, -0.78171, 6.66331)  0.0000
H (-0.73819, -0.68941, 5.15254)  0.0000
C (4.43765, -4.17916, -5.59269)  0.0000
C (5.38173, -4.70821, -6.46159)  0.0000
C (6.71085, -4.79742, -6.07230)  0.0000
C (7.09528, -4.36315, -4.81134)  0.0000
C (6.15098, -3.83626, -3.94157)  0.0000
C (4.82267, -3.74144, -4.33312)  0.0000
H (3.40149, -4.10727, -5.89736)  0.0000
H (5.08136, -5.05110, -7.44320)  0.0000
H (7.44756, -5.20568, -6.75197)  0.0000
H (8.13119, -4.43577, -4.50625)  0.0000
H (6.44976, -3.49970, -2.95675)  0.0000
H (4.08685, -3.32576, -3.65593)  0.0000
C (-4.85042, 7.69672, 2.00983)  0.0000
C (-4.37607, 7.30780, 3.25298)  0.0000
C (-3.40368, 6.32262, 3.34701)  0.0000
C (-2.89910, 5.72665, 2.19904)  0.0000
C (-3.37215, 6.11963, 0.95504)  0.0001
C (-4.34874, 7.10186, 0.86184)  0.0000
H (-5.60981, 8.46409, 1.93519)  0.0000
H (-4.76366, 7.77314, 4.14990)  0.0000
H (-3.03892, 6.02093, 4.31684)  0.0000
H (-2.13734, 4.95948, 2.27570)  0.0000
H (-2.98420, 5.66082, 0.05442)  0.0001
H (-4.71910, 7.40538, -0.10912)  0.0000

Computed properties:
- electronic energy (hartree) = -2354.1068
- frontier orbital gap (spin up / spin down) (eV) = 8.59 / 9.53
- LUMO level (spin up / spin down) (eV) = 0.3 / 0.3
- multiplicity = 2
- <S²> = 0.754
- E_HOMO (spin up / spin down) (eV) = -8.293 / -9.268
- charge = 0